DFT (ωB97M-V/def2-TZVPD) results for a cluster of 9 separate species, C46H119N9O14 in total.

```
188
Properties=species:S:1:pos:R:3:forces:R:3
C 2.400 0.909 4.515 0.50 0.37 0.21
O 1.778 0.907 5.821 -0.39 1.47 -1.74
C 2.712 0.652 6.821 -0.23 -0.16 0.20
C 2.356 1.200 8.174 -1.81 -0.80 0.82
N 0.997 0.784 8.579 -0.50 0.03 1.45
C 0.477 1.415 9.835 0.91 -0.69 0.57
C 1.202 1.075 11.171 1.99 1.88 -1.19
O 0.992 -0.117 11.780 -1.26 -1.90 0.27
C 1.992 -0.601 12.655 -1.27 -1.26 -0.50
H 1.704 0.990 3.681 -0.51 -0.39 0.51
H 3.061 0.055 4.365 -0.32 -0.43 0.05
H 3.066 1.758 4.362 0.04 0.38 0.44
H 3.683 1.128 6.684 0.40 -0.43 -0.88
H 2.683 -0.438 6.795 1.14 -0.27 0.87
H 2.447 2.279 8.297 0.33 0.34 -0.44
H 3.074 0.719 8.839 0.06 0.13 0.26
H 0.319 1.030 7.872 0.23 -0.08 -0.41
H -0.579 1.221 10.025 -0.11 -0.35 -0.58
H 0.561 2.501 9.786 0.10 0.39 -0.11
H 1.075 1.933 11.832 -0.81 0.18 0.46
H 2.279 1.161 11.027 0.51 0.05 -0.67
H 2.886 -0.936 12.129 0.74 1.30 0.00
H 1.664 -1.608 12.913 -0.60 0.07 0.51
H 2.013 -0.010 13.571 0.82 0.15 -0.13
C 1.527 8.383 -5.543 0.37 0.21 1.06
O 2.209 7.892 -4.359 0.57 0.23 0.13
C 1.791 8.280 -3.041 -0.31 0.12 1.35
C 2.571 7.697 -1.779 -0.31 -1.93 -1.77
N 2.321 6.216 -1.807 0.48 2.10 0.66
C 3.118 5.465 -0.854 -2.40 0.06 0.63
C 2.689 4.039 -1.049 2.49 -0.64 0.10
O 3.358 3.726 -2.250 -0.70 0.62 -0.23
C 3.611 2.393 -2.458 -0.72 -1.17 -0.66
H 2.112 8.137 -6.430 0.10 -0.73 0.32
H 1.502 9.469 -5.624 -0.20 0.31 0.65
H 0.514 7.990 -5.622 -0.02 -0.10 0.04
H 0.790 7.901 -2.838 -0.32 -0.03 -0.30
H 1.749 9.351 -2.841 0.14 0.42 -0.75
H 2.210 8.088 -0.828 -0.90 0.24 -0.24
H 3.630 7.933 -1.672 0.48 0.06 -0.85
H 2.404 5.871 -2.752 0.38 -0.12 -0.01
H 2.785 5.685 0.161 -0.12 0.68 0.22
H 4.195 5.633 -0.860 0.23 -0.32 -0.41
H 1.628 3.788 -1.063 -0.16 0.50 -0.14
H 3.161 3.426 -0.282 -0.10 -0.18 0.52
H 2.841 1.703 -2.115 -0.69 0.19 0.22
H 4.482 2.026 -1.915 0.69 0.15 -0.49
H 3.558 2.316 -3.544 0.98 -0.67 -0.02
C -5.837 -3.790 -5.318 0.93 -0.53 1.20
O -4.653 -4.596 -5.106 -0.99 -0.56 -0.23
C -3.506 -4.189 -5.814 -0.15 0.97 -1.10
C -2.383 -5.236 -5.815 -1.63 0.68 2.20
N -1.887 -5.473 -4.410 0.89 1.30 -0.85
C -1.223 -4.297 -3.771 1.28 -0.61 0.96
C 0.349 -4.346 -3.883 -1.29 0.34 0.14
O 0.965 -3.311 -3.112 1.12 -0.36 -1.32
C 2.430 -3.349 -3.204 -1.15 0.67 0.78
H -6.286 -3.840 -6.310 0.52 0.10 -0.34
H -5.628 -2.778 -4.973 0.08 0.23 -0.48
H -6.594 -4.162 -4.629 0.09 -0.24 0.07
H -3.262 -3.181 -5.477 0.67 0.05 0.37
H -3.733 -4.016 -6.866 -0.41 -0.13 -0.45
H -1.643 -4.927 -6.554 0.34 -0.18 0.42
H -2.918 -6.125 -6.149 0.49 -0.37 -0.07
H -2.680 -5.606 -3.799 -0.40 -0.43 -0.46
H -1.437 -4.400 -2.707 0.01 -0.04 0.18
H -1.591 -3.292 -3.979 -0.14 0.03 -0.70
H 0.580 -4.224 -4.941 0.48 -0.31 -0.10
H 0.672 -5.289 -3.442 0.09 -0.33 -0.54
H 2.907 -2.889 -4.069 -0.68 -0.40 -0.83
H 2.761 -4.375 -3.042 0.24 0.09 0.07
H 2.768 -2.648 -2.441 0.01 -0.45 0.57
C -9.649 -2.657 -4.758 -1.66 0.08 0.93
O -8.951 -1.690 -4.056 -1.20 -0.65 3.76
C -8.067 -1.004 -4.770 1.45 -0.17 -4.07
C -7.514 0.289 -4.320 -0.28 -1.27 2.81
N -6.828 -0.087 -3.018 -1.05 -0.03 -3.33
C -6.164 0.890 -2.265 1.14 0.03 0.19
C -4.817 1.242 -2.939 0.04 0.65 1.34
O -4.973 1.900 -4.194 -0.14 -0.09 0.11
C -5.587 3.177 -4.209 0.03 0.59 -0.42
H -10.034 -3.282 -3.952 -0.14 -0.48 -0.40
H -9.167 -3.261 -5.527 0.65 0.23 0.11
H -10.500 -2.122 -5.179 -0.30 -0.33 -0.62
H -8.593 -0.830 -5.709 0.46 0.34 -0.94
H -7.243 -1.701 -4.923 0.49 0.33 -0.65
H -8.369 0.938 -4.134 0.08 0.67 -0.01
H -6.882 0.645 -5.134 0.24 0.14 0.50
H -7.358 -0.802 -2.541 -0.02 0.45 0.16
H -6.048 0.330 -1.337 0.72 0.90 0.57
H -6.693 1.831 -2.113 -0.50 0.06 0.32
H -4.220 0.331 -2.987 -0.18 -0.07 -0.98
H -4.182 1.896 -2.342 -0.21 0.25 0.58
H -6.470 3.327 -3.587 -0.42 -0.74 -0.25
H -5.773 3.400 -5.260 -0.58 -0.34 -0.03
H -5.025 4.070 -3.937 1.24 -0.41 0.53
C 2.617 -3.512 6.791 0.36 0.92 0.34
O 3.041 -3.614 5.448 -1.73 -1.61 0.35
C 4.189 -2.974 5.082 1.50 2.04 -0.17
C 4.309 -3.003 3.592 -3.13 -0.53 0.55
N 3.082 -2.319 3.031 2.16 0.46 -0.72
C 3.038 -2.583 1.608 0.20 -1.49 -0.21
C 2.946 -4.099 1.183 -1.29 0.18 -0.24
O 1.730 -4.680 1.728 0.61 -0.62 -1.06
C 1.490 -6.048 1.307 0.00 0.35 1.57
H 2.189 -4.432 7.188 0.57 -0.31 -0.24
H 1.831 -2.776 6.963 -0.27 0.34 -0.59
H 3.448 -3.110 7.371 0.13 -0.53 0.47
H 5.138 -3.352 5.462 -0.06 -0.64 0.65
H 4.145 -1.929 5.388 0.03 0.39 0.25
H 4.149 -4.065 3.404 0.73 -0.32 -0.54
H 5.287 -2.660 3.256 -0.38 0.34 -0.32
H 2.229 -2.410 3.564 0.28 -0.59 -0.07
H 3.980 -2.200 1.215 0.16 -0.14 -0.28
H 2.282 -2.052 1.030 -0.40 0.12 0.47
H 3.768 -4.774 1.421 0.32 0.36 0.37
H 2.848 -4.153 0.099 0.15 0.28 -0.29
H 1.054 -6.257 0.331 0.21 0.75 -0.32
H 0.780 -6.409 2.051 -0.26 -0.14 -0.12
H 2.364 -6.681 1.465 0.38 0.17 -0.25
C -1.112 0.118 -2.252 -1.78 -1.14 -0.93
C -0.242 -0.503 -1.187 0.47 0.44 -0.14
C -0.512 0.138 0.174 0.16 0.74 0.93
O -0.083 1.542 0.193 -0.47 -1.26 -1.28
C -0.098 2.162 1.428 0.62 0.26 1.39
N -0.413 -1.988 -1.193 -0.78 1.48 0.38
H -0.871 1.049 -2.765 0.34 0.35 0.95
H -2.135 0.094 -1.878 -0.28 0.53 -0.05
H -1.173 -0.555 -3.107 0.22 -0.42 -0.10
H 0.714 -0.105 -1.525 1.00 -0.65 0.57
H -0.031 -0.390 0.997 0.69 -0.20 -0.03
H -1.547 0.123 0.515 -0.51 -0.11 -0.60
H 0.925 2.361 1.747 0.38 -0.03 0.06
H -0.537 1.595 2.249 -0.25 -0.48 -0.13
H -0.578 3.139 1.484 -0.38 0.07 -0.73
H -0.135 -2.393 -2.076 0.15 0.35 0.03
H 0.061 -2.522 -0.479 0.27 0.46 0.30
C 5.591 3.837 3.776 0.52 1.36 0.07
C 6.498 3.074 2.869 -0.05 -1.96 -1.38
C 5.721 2.418 1.701 -0.54 -2.08 0.41
O 4.614 1.711 2.238 -2.29 0.64 1.86
C 3.951 0.794 1.367 1.56 0.24 -0.93
N 7.668 3.778 2.379 -0.01 1.31 0.01
H 6.290 4.376 4.415 -0.36 0.19 0.49
H 4.857 3.277 4.355 0.36 -0.27 -0.22
H 5.048 4.578 3.190 -0.16 0.17 0.01
H 6.974 2.268 3.428 -0.48 -0.39 0.19
H 6.312 1.592 1.304 0.81 0.34 -0.63
H 5.350 3.023 0.874 0.40 0.71 0.03
H 3.664 1.300 0.445 0.85 -0.08 -0.64
H 3.001 0.286 1.530 -0.08 0.48 1.90
H 4.718 0.021 1.327 -0.30 -0.51 -1.25
H 7.418 4.506 1.724 -0.12 0.26 -0.06
H 8.327 3.195 1.883 -0.16 -0.40 0.14
C -1.241 -3.487 2.164 0.72 -0.45 0.39
C -0.491 -3.202 3.473 0.03 1.32 -2.06
C -1.366 -2.487 4.463 0.50 -0.29 -0.42
O -1.751 -1.241 3.919 -0.89 0.41 0.94
C -2.382 -0.430 4.942 0.64 -1.23 -0.22
N -0.031 -4.437 3.970 0.82 -1.39 1.01
H -1.536 -2.578 1.640 -0.72 -0.26 0.25
H -1.952 -4.265 2.442 -0.92 0.48 -0.38
H -0.567 -4.014 1.488 0.25 0.14 -0.01
H 0.349 -2.588 3.148 0.18 0.66 0.24
H -0.870 -2.361 5.425 0.30 0.15 0.19
H -2.154 -3.224 4.618 -0.88 0.38 0.22
H -2.981 0.356 4.483 0.29 -0.04 0.06
H -1.618 -0.090 5.641 0.22 0.67 -0.22
H -2.987 -1.068 5.586 -0.61 -0.07 -0.23
H 0.742 -4.247 4.591 0.04 0.05 0.81
H 0.519 -4.833 3.221 -0.25 -0.28 -0.28
C -2.268 -0.135 -6.240 0.89 -0.02 -0.78
C -2.725 1.101 -6.964 -0.97 -0.40 -0.73
C -2.149 1.009 -8.420 1.04 -0.09 1.31
O -0.724 0.759 -8.274 0.49 2.18 -0.99
C -0.058 2.013 -7.849 -1.40 -1.06 1.47
N -4.208 1.040 -6.871 0.84 -0.05 -0.91
H -2.776 -0.217 -5.279 0.29 -0.34 0.00
H -1.178 -0.143 -6.210 -0.04 0.02 0.76
H -2.472 -0.934 -6.953 -0.50 -0.54 0.53
H -2.384 1.996 -6.444 0.36 0.21 -0.20
H -2.274 1.910 -9.020 -0.29 0.12 0.00
H -2.512 0.143 -8.973 -0.37 0.02 0.23
H 0.978 2.183 -8.142 -0.24 -0.63 -0.41
H -0.133 1.962 -6.762 0.78 0.03 0.31
H -0.670 2.901 -8.003 -0.03 0.02 -0.94
H -4.364 0.987 -5.875 -0.57 0.26 0.03
H -4.592 1.911 -7.207 -0.26 0.19 0.09
```
Positions in Å, forces in eV/Å.

energy above the lowest of the compared OMol25 structures with the same formula, charge and spin = 18.1 kcal per mole
charge = -1
F_max = 4.32 eV/Å
HOMO-LUMO gap (alpha / beta) = 1.3 / 8.6 eV
E = -3369.57230 Ha
HOMO (alpha / beta) = 0.721 / -6.579 eV
2S+1 = 2

These are the Löwdin partial charges, in e, on atoms 1 to 8: number 1, C, carries -0.07; number 2, O, carries -0.18; number 3, C, carries -0.26; number 4, C, carries -0.21; number 5, N, carries -0.05; number 6, C, carries -0.17; number 7, C, carries -0.28; number 8, O, carries -0.17